DFT (wB97M-V/def2-TZVPD) results for a molecular structure, F30FeP5.

XYZ file:
```
36
Properties=species:S:1:pos:R:3:forces:R:3
Fe -0.1072 0.0077 0.3051 0.224 0.173 -0.991
P -3.5023 -0.3667 -0.6903 -5.478 -0.322 -2.036
F -3.9560 -1.9128 -0.4060 2.068 -0.012 0.548
F -3.7709 0.0806 0.8241 0.069 -0.811 0.457
F -1.9634 -0.6968 -0.3177 2.653 -0.158 1.012
F -3.2189 1.1839 -0.9567 0.443 -0.135 -0.668
F -3.1588 -0.7026 -2.2531 -0.206 0.342 1.419
F -5.1033 -0.2588 -1.0405 0.342 1.590 -0.319
P 0.3680 -1.7258 -2.7967 -0.014 -3.493 -3.172
F -0.1566 -0.5720 -3.7329 0.074 1.004 -0.117
F 0.5176 -2.6983 -4.1034 0.577 0.355 1.151
F 1.8793 -1.1220 -2.8648 -0.973 -0.837 -0.194
F 0.8322 -2.8709 -1.7379 0.265 -0.033 -0.840
F 0.1296 -0.8357 -1.5008 -0.245 3.516 4.009
F -1.1840 -2.1988 -2.5982 0.917 -0.432 -0.142
P -0.2197 3.0615 -0.0271 0.868 3.657 -0.578
F 0.6675 2.7839 1.3369 -0.725 0.906 -1.444
F -1.1294 1.8163 0.4942 -3.064 -1.253 2.303
F -1.0957 4.2567 0.6447 1.079 -1.601 -0.257
F -1.1490 3.1361 -1.3591 0.657 0.547 0.980
F 0.9542 4.0363 -0.6494 -1.764 -1.205 0.884
F 0.4415 1.7626 -0.7383 3.294 -2.268 -1.422
P 3.7720 -0.0964 0.4221 2.131 2.708 1.052
F 3.3382 1.4108 0.8836 -0.342 -0.171 -0.142
F 2.1950 -0.5591 0.4333 -1.936 -0.479 0.185
F 3.4358 0.4780 -1.1286 1.336 -2.096 1.303
F 4.1857 -1.7006 0.2255 -0.340 2.617 -0.892
F 5.3771 0.4901 0.3242 -2.146 -1.790 -0.143
F 3.8843 -0.3555 2.0684 0.138 -0.526 -1.458
P -0.3228 -0.8441 3.0402 -1.729 -1.661 4.199
F -1.1639 -2.1057 3.7809 1.246 2.009 -1.576
F 1.0637 -1.4387 3.6187 -1.153 1.056 -0.527
F -0.0290 -1.7014 1.6516 -0.557 0.080 -1.063
F 0.4635 0.3826 2.2154 0.208 0.358 -0.484
F -1.7207 -0.2916 2.3430 1.598 -0.578 0.125
F -0.5536 0.1671 4.2895 0.482 -1.059 -1.160
```
Forces are in eV/Å.

Results
E_tot = -5967.57742 a.u.
2S+1 = 6
net charge = -2
E_LUMO (alpha / beta) = 4.91 / -0.95 eV
HOMO level (alpha / beta) = -7.259 / -7.259 eV
expectation value of S² = 8.754

---

DFT (wB97M-V/def2-TZVPD) results for a gas-phase ion, C3H6N5 (charge +1).

XYZ file:
```
14
Properties=species:S:1:pos:R:3:forces:R:3
C -0.0945 -0.1258 -1.8836 2.616 -0.702 0.456
C -0.4331 0.5196 -0.7986 -2.616 1.752 0.037
C -0.3240 -0.0342 0.5422 1.700 0.392 0.789
N 0.5662 -0.7052 1.2220 -2.943 2.218 -0.695
N 3.1813 -0.5090 -0.8773 0.416 -0.051 -0.218
N 1.7607 -1.0616 0.8401 -0.534 -2.856 3.824
N 2.4423 -0.7520 -0.0774 1.112 1.933 -3.583
N -1.4527 0.4194 1.4424 0.163 0.317 -0.367
H 0.0851 0.2174 -2.8851 -0.863 0.137 -0.282
H 0.4909 -0.9403 -1.5317 0.314 -1.517 -1.039
H -1.1014 1.3910 -0.9409 0.653 -0.049 0.568
H -1.1176 0.2347 2.3914 -0.565 -0.620 0.172
H -2.2817 -0.0878 1.1166 -0.163 -0.138 0.845
H -1.7216 1.4339 1.4398 0.709 -0.816 -0.506
```
Forces are in eV/Å.

Results
E_tot = -391.25365 a.u.
net charge = +1
E_LUMO = -4.79 eV
energy relative to the best compared isomer or geometry (same formula, charge and spin) = 132.2 kcal/mol
HOMO level = -13.576 eV

---

DFT (wB97M-V/def2-TZVPD) results for a molecular structure, C34H27Cl5CoN2O5PS.

XYZ file:
```
76
Properties=species:S:1:pos:R:3:forces:R:3
Co -1.1178 0.0005 2.6194 0.331 1.066 -1.451
Cl -1.6942 2.7230 4.0317 -0.119 0.210 0.468
C -0.2314 2.5927 5.0228 -0.404 0.339 -1.402
C -0.2653 2.8336 6.3742 -0.240 -0.149 -0.898
C 0.9175 2.6145 7.0256 1.089 0.875 1.352
C 2.0979 2.1875 6.3945 -1.810 -0.435 -0.144
C 2.0769 1.9580 5.0289 -0.917 0.963 1.072
C 0.9161 2.2834 4.3039 0.366 -1.402 -0.025
P 0.7260 1.6786 2.5919 -0.437 0.077 0.455
C 0.5627 3.0437 1.4572 -1.374 0.804 0.952
C 0.2961 2.6636 0.1601 0.348 -1.128 0.407
C 0.2001 3.6358 -0.7704 -0.456 1.963 -2.222
C 0.2175 5.0167 -0.4288 0.848 -1.278 0.356
C 0.3453 5.3769 0.9072 -0.771 0.760 -0.886
C 0.4922 4.3891 1.8454 0.326 -1.150 0.702
C 2.3375 1.1351 2.1074 1.721 0.678 -0.406
C 2.7296 -0.1668 2.3396 -1.367 -0.487 0.291
C 4.0038 -0.5810 2.0891 1.658 -0.239 -0.139
C 4.9520 0.3530 1.6512 -0.358 -1.203 0.020
C 4.5988 1.6557 1.4132 0.552 0.593 -0.252
C 3.3101 2.0519 1.6151 -2.087 0.745 0.109
H -1.1885 3.1622 6.8194 0.034 0.001 0.368
H 0.9620 2.9083 8.0780 -0.001 -0.510 -0.187
H 2.8919 1.8340 7.0108 0.727 0.231 0.179
H 2.9418 1.5218 4.6264 0.887 -0.360 -1.023
H 0.2207 1.5879 -0.0879 0.120 0.702 -0.037
H 0.0752 3.3447 -1.8220 0.037 0.286 0.401
H 0.2904 5.8157 -1.1454 -0.487 -0.137 -0.495
H 0.2035 6.4407 1.1346 0.436 -0.535 0.301
H 0.5571 4.5953 2.9044 0.106 0.260 0.056
H 1.9654 -0.8512 2.7045 0.285 -0.139 0.069
H 4.3222 -1.6140 2.2609 -0.249 0.377 -0.066
H 5.9429 0.0230 1.4192 0.480 -0.126 0.103
H 5.3320 2.3751 1.0606 -0.069 -0.139 -0.008
H 2.9837 3.0817 1.3431 0.448 -0.863 0.425
Cl -3.1684 -0.1658 -7.6103 0.363 -0.073 0.525
C -2.6840 -1.0372 -6.1816 -0.664 0.409 -0.101
C -2.8557 -0.4954 -4.9164 -0.059 1.606 0.079
C -2.5859 -1.2055 -3.7740 0.095 0.569 -0.597
C -2.2171 -2.5215 -3.8450 -0.057 -1.640 -0.201
C -1.9419 -3.3144 -2.6104 1.217 1.116 1.412
C -2.9489 -3.1059 -1.4032 0.051 -0.352 -0.543
N -2.8769 -1.8769 -0.6123 2.616 -3.050 -1.074
C -3.6590 -0.8144 -0.7273 -1.997 -0.349 -0.980
C -3.2132 0.0466 0.1699 0.460 2.992 1.853
N -2.0774 -0.4618 0.7717 -0.048 1.385 1.892
C -1.9057 -1.6516 0.2971 0.064 -1.390 -0.063
O -0.5927 -2.9853 -2.0029 -0.753 0.557 -1.765
C 0.2579 -2.0615 -2.7044 1.374 -1.756 0.861
C 1.0464 -2.5286 -3.9559 -1.262 -1.085 1.443
C 1.7918 -3.7822 -4.0604 -0.764 0.449 1.995
Cl 1.9537 -4.9456 -2.8547 -0.193 0.543 -0.324
S 2.5692 -3.9391 -5.4891 0.355 -0.174 -1.682
C 1.8372 -2.4648 -6.1104 1.962 -1.329 -0.113
C 1.1033 -1.8234 -5.1186 0.107 -0.269 -0.917
C -2.1445 -3.1028 -5.1090 0.729 0.826 -1.927
Cl -1.7039 -4.7500 -5.4089 0.095 -0.246 0.432
C -2.2719 -2.3331 -6.3092 -0.624 -0.541 2.052
H -3.1601 0.5441 -4.8190 -0.040 -0.160 -0.124
H -2.6022 -0.7278 -2.8202 -0.206 0.379 0.295
H -1.7808 -4.3505 -2.8774 -0.794 -0.334 0.261
H -2.7438 -3.8579 -0.6622 -0.044 -0.757 -0.064
H -3.9850 -3.1939 -1.7448 0.237 -0.233 -0.022
H -4.5069 -0.9443 -1.3822 -0.136 0.762 0.152
H -3.6098 0.9885 0.5549 0.087 -0.353 -0.613
H -1.2085 -2.3973 0.7159 -0.420 0.476 -0.740
H 1.0172 -1.9836 -1.9226 0.306 0.632 -0.135
H -0.1490 -1.0970 -2.9198 -0.529 0.521 -0.052
H 2.2827 -2.3327 -7.1173 -1.168 0.928 0.566
H 0.5527 -0.9337 -5.2563 -0.372 0.935 -0.272
H -2.2549 -2.7243 -7.2902 0.316 -0.861 -0.671
O -1.5154 -2.7183 5.0545 -0.453 0.097 0.248
Cl -0.9299 -1.5060 4.6763 2.799 -0.279 1.457
O -0.3102 -1.6619 3.3224 0.159 -0.505 -0.746
O 0.1119 -1.0280 5.5448 -1.357 -0.564 -0.468
O -1.8922 -0.4264 4.4227 -1.104 0.467 0.226
```
Forces are in eV/Å.

Results
E_tot = -6219.92547 a.u.
2S+1 = 5
net charge = +2
E_LUMO (alpha / beta) = -6.42 / -9.38 eV
energy relative to the best compared isomer or geometry (same formula, charge and spin) = 40.5 kcal/mol
HOMO level (alpha / beta) = -13.154 / -13.331 eV
expectation value of S² = 6.026

---

DFT (wB97M-V/def2-TZVPD) results for a molecular structure, C32H29ClCoN2O5.

XYZ file:
```
70
Properties=species:S:1:pos:R:3:forces:R:3
Co 0.4909 -0.4664 0.4060 0.155 0.195 -0.287
O 2.5121 -0.5378 1.2365 -0.285 -0.087 -0.074
C 2.7557 0.2961 2.3812 -0.006 0.024 0.041
C 1.5127 1.2205 2.6739 0.043 -0.013 -0.016
O 1.6251 1.9663 3.6534 0.025 -0.037 -0.035
O 0.5586 1.1176 1.8666 -0.007 -0.063 0.125
C 3.0905 -0.6139 3.5549 0.025 0.021 0.027
C 2.2608 -0.7592 4.6594 -0.012 0.002 -0.026
C 2.5812 -1.6661 5.6610 -0.005 -0.004 0.015
C 3.7313 -2.4350 5.5747 -0.003 -0.014 0.006
C 4.5646 -2.2976 4.4725 0.006 -0.011 0.010
C 4.2441 -1.3933 3.4740 -0.008 0.027 -0.005
C 3.9097 1.2231 2.0380 0.018 0.008 -0.063
C 4.2150 1.4932 0.7078 -0.023 -0.037 0.025
C 5.2413 2.3741 0.3921 0.023 0.018 -0.014
C 5.9697 2.9948 1.3961 0.007 0.003 -0.002
C 5.6579 2.7357 2.7251 0.002 0.012 -0.002
C 4.6321 1.8601 3.0434 -0.006 -0.006 0.005
H 2.4186 -1.4652 1.5222 0.038 0.006 0.047
H 1.3707 -0.1503 4.7377 0.007 -0.001 -0.001
H 1.9196 -1.7738 6.5120 0.002 -0.002 0.003
H 3.9742 -3.1440 6.3574 -0.001 -0.002 -0.001
H 5.4621 -2.8989 4.3886 -0.001 0.000 0.001
H 4.8913 -1.2857 2.6110 0.001 0.005 0.001
H 3.6347 1.0186 -0.0721 -0.002 0.010 -0.005
H 5.4668 2.5778 -0.6483 -0.003 0.000 0.004
H 6.7706 3.6815 1.1467 0.000 -0.002 0.000
H 6.2118 3.2239 3.5187 0.000 0.001 -0.001
H 4.3705 1.6752 4.0768 -0.004 -0.003 0.000
C 0.3194 2.2720 -4.0558 -0.202 0.087 -0.079
O 1.0384 1.5266 -3.0872 0.110 -0.050 0.290
C 0.6057 1.4967 -1.8025 -0.436 0.111 -0.559
O 1.2745 0.8786 -0.9981 0.442 -0.196 0.377
N -0.4869 2.2360 -1.5190 -0.018 0.003 0.057
N -1.0901 2.2107 -0.2440 0.050 0.281 0.038
H 0.9275 2.2493 -4.9572 -0.004 0.007 -0.007
H 0.1768 3.3072 -3.7362 0.076 0.020 -0.008
H -0.6479 1.8081 -4.2730 0.102 0.078 0.055
H -1.1510 2.3936 -2.2556 -0.022 0.025 -0.044
H -1.3837 1.2377 -0.0846 -0.054 0.045 -0.052
H -0.3597 2.3824 0.4431 -0.028 0.009 -0.002
C -1.0892 -0.6584 -0.6802 -0.183 -0.633 0.420
C -2.1546 -0.8535 -1.2595 0.287 0.259 -0.174
C -3.3456 -0.9480 -2.0402 0.017 -0.006 -0.079
C -3.2431 -0.5830 -3.4228 -0.021 0.081 0.148
C -4.3394 -0.2142 -4.2523 -0.042 -0.012 -0.048
C -4.1722 0.1803 -5.5670 -0.031 -0.001 0.032
C -2.9124 0.2471 -6.1574 0.054 0.030 -0.051
C -1.8140 -0.0722 -5.3575 -0.083 -0.097 -0.086
C -1.9650 -0.4628 -4.0429 0.014 -0.004 0.007
C -4.5538 -1.3470 -1.3647 -0.072 -0.059 -0.001
C -5.7086 -1.8619 -2.0077 0.047 0.024 -0.009
C -6.8338 -2.2510 -1.3013 -0.038 -0.011 0.015
C -6.8878 -2.1640 0.0854 -0.013 -0.015 0.001
C -5.7524 -1.6960 0.7471 -0.017 -0.005 0.000
C -4.6247 -1.3086 0.0535 0.011 0.002 -0.020
H -5.3342 -0.1846 -3.8308 0.007 -0.002 -0.020
H -5.0506 0.4621 -6.1418 0.007 0.001 0.006
H -2.7893 0.5515 -7.1904 0.001 -0.005 0.005
H -0.8112 -0.0159 -5.7735 -0.014 -0.030 -0.011
H -1.0926 -0.6919 -3.4432 0.012 -0.031 -0.002
H -5.6994 -2.0055 -3.0793 -0.003 -0.010 0.012
H -7.6840 -2.6478 -1.8497 0.005 0.002 0.003
H -7.7724 -2.4683 0.6329 0.002 0.006 -0.002
H -5.7477 -1.6296 1.8307 -0.003 -0.007 -0.001
H -3.7542 -0.9615 0.5961 0.012 0.010 -0.018
Cl 1.1499 -3.2518 1.7295 0.079 -0.056 0.021
C -0.1023 -1.8546 1.6090 -0.024 0.165 0.017
H -0.1650 -1.5100 2.6456 -0.035 -0.026 -0.005
H -1.0180 -2.3696 1.3355 0.019 -0.043 -0.001
```
Forces are in eV/Å.

Results
E_tot = -3565.45538 a.u.
2S+1 = 2
net charge = -2
E_LUMO (alpha / beta) = 4.41 / 4.41 eV
energy relative to the best compared isomer or geometry (same formula, charge and spin) = 0.0 kcal/mol
HOMO level (alpha / beta) = 0.055 / 0.025 eV
expectation value of S² = 0.776